ORCA calculation (the ωB97M-V functional and the def2-TZVPD basis) on a structure of composition C33H40BBiFN3O2S6.

HOMO level	-7.52	eV
energy	-4324.812617	a.u.
HOMO-LUMO gap	0.2751	Ha

CARTESIAN COORDINATES (ANGSTROEM)
Bi (0.544423, -0.358164, 0.660009)
C (5.062444, 0.984265, 2.492568)
C (3.818347, 0.177647, 2.095830)
C (3.426546, -0.773429, 3.233502)
C (4.040801, -0.551415, 0.782747)
C (5.022305, -1.534501, 0.723406)
C (5.299837, -2.189307, -0.463284)
C (4.610001, -1.842473, -1.611759)
C (3.613428, -0.867559, -1.608689)
C (3.012311, -0.540636, -2.980240)
C (3.829038, 0.579810, -3.642595)
C (1.520014, -0.214584, -3.084688)
C (3.312817, -0.239285, -0.383283)
N (2.197776, 0.663246, -0.319025)
C (2.414837, 2.028045, -0.466957)
C (3.698540, 2.598001, -0.467238)
C (3.890426, 3.965826, -0.591375)
C (2.808348, 4.826663, -0.719531)
C (1.529697, 4.289403, -0.744418)
C (1.363248, 2.928644, -0.635246)
F (0.103386, 2.429881, -0.706251)
H (4.880440, 1.509261, 3.433488)
H (5.309319, 1.727543, 1.731763)
H (5.929710, 0.331375, 2.629379)
H (3.010080, 0.895585, 1.964802)
H (4.275921, -1.391855, 3.539098)
H (2.613105, -1.443376, 2.943135)
H (3.097891, -0.199965, 4.105664)
H (5.582893, -1.786091, 1.617686)
H (6.057556, -2.962963, -0.497836)
H (4.843815, -2.344420, -2.546248)
H (3.171028, -1.446059, -3.571161)
H (3.681445, 1.525175, -3.117040)
H (3.513111, 0.716451, -4.681532)
H (4.896832, 0.346572, -3.636307)
H (1.287296, 0.784750, -2.717942)
H (0.906923, -0.937479, -2.542647)
H (1.225150, -0.258338, -4.137201)
H (4.553946, 1.938945, -0.375476)
H (4.900062, 4.359769, -0.584372)
H (2.953773, 5.894907, -0.808422)
H (0.650814, 4.911618, -0.859740)
C (-6.813400, -1.357559, -3.433169)
C (-7.088740, -0.319746, -2.344371)
C (-7.725767, 0.911486, -3.006059)
C (-8.075036, -0.928199, -1.338753)
C (-5.809415, 0.100793, -1.613008)
C (-5.892805, 1.040517, -0.576298)
C (-4.784777, 1.471891, 0.145849)
C (-3.571193, 0.928544, -0.207666)
O (-2.325295, 1.123593, 0.357597)
B (-1.472097, 0.287786, -0.343806)
O (-2.155837, -0.407769, -1.327310)
C (-3.470548, 0.004887, -1.224794)
C (-4.561287, -0.429566, -1.944450)
H (-7.749147, -1.617211, -3.932918)
H (-6.392777, -2.274739, -3.012298)
H (-6.125123, -0.971918, -4.189764)
H (-8.629402, 0.623605, -3.551262)
H (-7.028484, 1.372003, -3.710806)
H (-8.003389, 1.664711, -2.266151)
H (-8.981376, -1.256991, -1.855676)
H (-8.367288, -0.207247, -0.572675)
H (-7.631583, -1.793013, -0.838592)
H (-6.860694, 1.450225, -0.310968)
H (-4.868155, 2.194013, 0.948518)
H (-4.427265, -1.162441, -2.729221)
C (1.947164, 2.414064, 5.467721)
S (0.153175, 2.581938, 5.685176)
C (-0.407700, 1.034103, 5.079648)
C (-0.362619, 0.605477, 3.803945)
S (0.227757, 1.539240, 2.452835)
S (-1.031073, -0.996483, 3.562057)
C (-1.515351, -1.347682, 5.193415)
S (-2.237498, -2.750909, 5.626266)
S (-1.124218, -0.052039, 6.255474)
H (2.383365, 3.308189, 5.912729)
H (2.199337, 2.363399, 4.411189)
H (2.304008, 1.532552, 5.997308)
N (0.095301, -4.630199, 1.073856)
C (0.428278, -4.516100, -0.222361)
N (0.942181, -5.611058, -0.806344)
S (0.225912, -3.088664, -1.082617)
H (0.142294, -5.506584, 1.564789)
H (-0.364954, -3.858220, 1.520437)
H (1.117010, -6.464279, -0.305698)
H (1.228828, -5.535884, -1.764352)

Forces on atoms 1 to 3 (eV/Å):
0.242 -0.001 0.249
-0.018 -0.040 -0.032
0.064 0.011 0.067

Here are the Löwdin charges for atoms 1 to 6, given in e: Bi 1.45; C -0.05; C -0.39; C -0.06; C -0.16; C -0.04

---

ORCA calculation (the ωB97M-V functional and the def2-TZVPD basis) on a structure of composition C33H40Br54ClN2O3PS in a non-equilibrium geometry.

energy relative to the best compared isomer or geometry (same formula, charge and spin)	265.0	kJ/mol
HOMO level	-8.89	eV
energy	-141812.858461	a.u.
HOMO-LUMO gap	0.2713	Ha

CARTESIAN COORDINATES (ANGSTROEM)
C (-4.636237, -3.291320, -0.404454)
O (-4.290604, -1.899355, -0.303408)
C (-3.455597, -1.511090, -1.397459)
C (-2.751941, -0.110490, -1.217688)
C (-2.436740, 0.309876, 0.273722)
C (-0.874565, 0.575103, 0.550851)
C (-0.700889, 0.581090, 2.127525)
C (0.694369, 1.132146, 2.629513)
C (1.946847, 0.616933, 1.821146)
C (2.372432, -0.897568, 2.133635)
C (2.388706, -1.658653, 0.749128)
C (1.300130, -2.617254, 0.328950)
P (-0.074328, -2.889072, 1.592889)
O (-1.523881, -3.076536, 0.763877)
Cl (0.311726, -4.731398, 2.570479)
C (1.303100, -3.303156, -0.960523)
C (2.469575, -2.985058, -1.868325)
N (2.696500, -3.470182, -3.170544)
S (4.120806, -2.757854, -3.660113)
N (4.620703, -1.818413, -2.360022)
C (3.592940, -2.043766, -1.455101)
C (3.551815, -1.374008, -0.107714)
O (4.563517, -0.506437, 0.334716)
H (-3.963910, -3.961030, 0.199742)
H (-5.681188, -3.446454, -0.005498)
H (-4.586324, -3.656598, -1.473464)
H (-4.129760, -1.448034, -2.313501)
H (-2.677286, -2.292743, -1.629712)
H (-1.804693, -0.140667, -1.841020)
H (-3.391779, 0.685457, -1.700449)
H (-2.930896, 1.317071, 0.435997)
H (-2.852604, -0.370958, 1.059790)
H (-0.280175, -0.230358, 0.037054)
H (-0.673876, 1.597344, 0.103266)
H (-0.967191, -0.432044, 2.527760)
H (-1.486779, 1.291696, 2.531630)
H (0.810515, 0.808995, 3.710153)
H (0.741267, 2.272673, 2.625313)
H (2.831891, 1.256423, 2.125844)
H (1.846717, 0.755602, 0.707097)
H (3.436934, -0.937310, 2.508692)
H (1.719849, -1.392718, 2.897088)
H (-1.341883, -3.497928, -0.104828)
H (0.503912, -3.999499, -1.300007)
H (5.223422, -1.056026, 0.807040)
C (-0.952067, 1.404125, 6.824432)
Br (-0.937983, -0.205000, 5.749466)
Br (-0.070206, 2.883845, 5.943298)
Br (-2.742722, 1.870277, 7.389500)
H (-0.380843, 1.189062, 7.723125)
C (1.986883, 5.591902, 1.408483)
Br (1.151619, 7.245756, 0.851345)
Br (2.100638, 5.452420, 3.334324)
Br (1.116141, 4.045905, 0.643840)
H (3.003047, 5.606287, 1.027167)
C (-0.641329, 9.738023, 3.977912)
Br (1.116695, 10.545946, 4.009434)
Br (-1.542892, 10.043897, 2.292890)
Br (-0.573766, 7.858082, 4.423341)
H (-1.230216, 10.227182, 4.747220)
C (3.874661, 1.650146, -4.306555)
Br (5.099986, 3.048399, -4.841577)
Br (2.569857, 2.287100, -3.027669)
Br (3.032726, 0.807125, -5.832302)
H (4.462830, 0.885686, -3.806131)
C (-1.013366, -2.174940, -4.884034)
Br (-0.211800, -2.369116, -3.135530)
Br (0.340853, -1.965495, -6.245677)
Br (-2.243105, -3.613575, -5.284534)
H (-1.594492, -1.256233, -4.867080)
C (-4.281831, 4.767885, 0.269433)
Br (-5.164776, 3.388481, -0.762114)
Br (-5.329394, 5.297451, 1.807427)
Br (-2.485967, 4.251037, 0.767931)
H (-4.195635, 5.639076, -0.372041)
C (2.621561, 0.669405, -9.767930)
Br (4.375082, 1.485356, -9.776558)
Br (1.673633, 0.982623, -11.424924)
Br (2.709125, -1.215413, -9.336549)
H (2.050641, 1.150201, -8.978924)
C (8.996853, 3.796666, -3.485424)
Br (8.269411, 5.444319, -4.191266)
Br (10.928346, 3.851478, -3.381751)
Br (8.198376, 3.327637, -1.787400)
H (8.738330, 3.009011, -4.186388)
C (-6.004713, -5.649277, -6.327739)
Br (-5.866906, -4.600145, -7.947734)
Br (-4.525746, -6.882998, -6.142966)
Br (-6.211789, -4.530613, -4.762230)
H (-6.907097, -6.247110, -6.411713)
C (14.368283, 4.269862, -1.308496)
Br (13.235724, 5.254636, -0.088876)
Br (15.330814, 5.447445, -2.504283)
Br (15.558794, 3.067226, -0.370977)
H (13.716234, 3.656616, -1.922722)
C (8.039036, -4.862145, -3.452364)
Br (9.379143, -4.973557, -2.058916)
Br (6.522021, -3.779139, -2.911851)
Br (8.791803, -4.251685, -5.126647)
H (7.669241, -5.869285, -3.618381)
C (-2.785061, 0.673105, -7.413986)
Br (-2.804466, -1.193592, -7.910445)
Br (-4.377168, 1.168647, -6.432734)
Br (-1.172932, 1.164506, -6.454342)
H (-2.789355, 1.244537, -8.336778)
C (-9.215171, -3.538129, 1.117432)
Br (-8.458733, -2.186779, -0.041995)
Br (-10.830352, -4.299912, 0.375560)
Br (-7.920961, -4.902951, 1.572481)
H (-9.493944, -3.043514, 2.043062)
C (-5.488175, -11.028606, -6.760317)
Br (-4.129283, -11.181292, -5.391778)
Br (-6.977061, -9.942187, -6.173226)
Br (-4.754361, -10.395380, -8.434550)
H (-5.873987, -12.027060, -6.939099)
C (2.370753, 3.366669, 9.631725)
Br (1.993917, 5.033957, 8.727569)
Br (0.751844, 2.386134, 10.036230)
Br (3.637543, 2.286212, 8.646276)
H (2.835581, 3.615718, 10.580360)
C (-1.214417, 7.963637, 10.261235)
Br (-0.153948, 7.239756, 11.710231)
Br (-0.119799, 8.879837, 8.952916)
Br (-2.331007, 6.612292, 9.443236)
H (-1.877699, 8.705438, 10.694322)
C (-12.714568, -4.057653, 4.262125)
Br (-14.235008, -3.954054, 3.070748)
Br (-11.683169, -5.666962, 3.970845)
Br (-11.611145, -2.470114, 4.159025)
H (-13.105329, -4.108089, 5.273341)
C (2.575004, -1.802821, 8.039447)
Br (2.439462, -0.752897, 6.422855)
Br (4.409329, -1.994118, 8.625004)
Br (1.440375, -1.084119, 9.432024)
H (2.208999, -2.798495, 7.809821)

Forces on atoms 1 to 3 (eV/Å):
-0.466 -0.518 0.011
0.433 -0.707 -0.457
-0.055 0.366 -0.951

Here are the Löwdin charges for atoms 1 to 6, given in e: C -0.11; O -0.21; C -0.25; C -0.15; C -0.19; C -0.20

---

ORCA calculation (the ωB97M-V functional and the def2-TZVPD basis) on a structure of composition C33H40CrN4O2S2.

energy relative to the best compared isomer or geometry (same formula, charge and spin)	0.0	kJ/mol
multiplicity	2
HOMO level (alpha / beta)	-10.81 / -10.83	eV
energy	-3491.620669	a.u.
HOMO-LUMO gap (alpha / beta)	0.2474 / 0.2705	Ha
net charge	+1

CARTESIAN COORDINATES (ANGSTROEM)
Cr (-0.837580, 0.596942, 0.387994)
C (3.295938, -0.120897, -0.657403)
C (1.864773, 0.317758, -0.712800)
N (1.018917, -0.065219, 0.186161)
N (1.543020, -0.949044, 1.142532)
C (0.743162, -1.205830, 2.115839)
S (-0.870467, -0.586076, 2.384717)
S (1.226974, -2.312642, 3.379993)
C (2.936749, -2.697628, 2.935608)
C (3.927961, -1.595527, 3.197813)
C (4.955473, -1.369996, 2.290301)
C (5.920331, -0.403520, 2.534826)
C (5.872533, 0.345125, 3.701109)
C (4.853482, 0.118938, 4.616118)
C (3.884606, -0.839105, 4.363502)
C (1.453208, 1.232513, -1.803334)
C (2.297502, 1.387066, -2.911666)
C (2.007065, 2.268030, -3.936541)
C (0.865535, 3.057632, -3.862502)
C (0.002069, 2.923677, -2.794039)
C (0.265664, 1.993840, -1.787742)
O (-0.670778, 1.857015, -0.839369)
H (3.593487, -0.301505, 0.370477)
H (3.941952, 0.632045, -1.097713)
H (3.427523, -1.054817, -1.207025)
H (2.967827, -3.003848, 1.890756)
H (3.163643, -3.575762, 3.544618)
H (5.006237, -1.962102, 1.384542)
H (6.714738, -0.242814, 1.817786)
H (6.632720, 1.086947, 3.904298)
H (4.825184, 0.677729, 5.542925)
H (3.095531, -1.009061, 5.084860)
H (3.193872, 0.790917, -2.983190)
H (2.675479, 2.350649, -4.780679)
H (0.646367, 3.772783, -4.643138)
H (-0.902558, 3.509893, -2.720841)
C (-3.564619, -0.149638, -0.282079)
C (-2.365668, -0.845552, -0.884562)
C (-1.893223, -2.059853, -0.347279)
C (-2.741448, -2.810275, 0.644132)
C (-0.707510, -2.626882, -0.847405)
C (-0.161080, -3.853726, -0.165475)
C (-0.094540, -2.073060, -1.975550)
C (1.237795, -2.587046, -2.458454)
C (-0.730797, -1.034830, -2.681048)
C (-0.285105, -0.651004, -4.069495)
C (-1.831449, -0.393800, -2.116259)
C (-2.548952, 0.708624, -2.846672)
H (-3.418990, 0.937607, -0.226025)
H (-3.783047, -0.512309, 0.720487)
H (-4.466998, -0.282497, -0.883958)
H (-2.666472, -2.418723, 1.657836)
H (-2.457692, -3.856816, 0.687495)
H (-3.788719, -2.766557, 0.345544)
H (-0.130622, -3.724313, 0.917501)
H (0.840601, -4.104432, -0.497265)
H (-0.788116, -4.723979, -0.369649)
H (1.140035, -3.451447, -3.118057)
H (1.867854, -2.881484, -1.621787)
H (1.773682, -1.816089, -3.009583)
H (0.166958, 0.340913, -4.108199)
H (-1.138901, -0.642307, -4.746897)
H (0.429973, -1.357781, -4.476521)
H (-3.464583, 0.313374, -3.294210)
H (-1.949555, 1.138347, -3.642461)
H (-2.840566, 1.517795, -2.179558)
N (-0.241112, 2.054328, 1.656208)
C (0.458101, 2.718220, 2.296687)
N (1.227899, 3.459046, 3.032278)
C (1.835247, 4.684280, 2.496654)
C (3.189361, 4.866062, 3.164724)
O (3.054599, 4.864600, 4.568596)
C (2.587426, 3.615149, 5.030026)
C (1.191265, 3.330005, 4.498485)
H (1.182850, 5.534063, 2.715311)
H (1.938968, 4.576788, 1.417517)
H (3.618344, 5.826905, 2.884782)
H (3.872259, 4.065338, 2.852051)
H (2.568043, 3.662831, 6.117993)
H (3.274159, 2.818392, 4.717064)
H (0.466758, 4.042361, 4.903497)
H (0.879033, 2.315509, 4.745735)

Forces on atoms 1 to 3 (eV/Å):
-0.421 -0.414 0.137
0.036 0.011 0.074
-0.149 0.217 -0.269

Here are the Löwdin charges for atoms 1 to 6, given in e: Cr 0.65; C 0.00; C -0.21; N -0.04; N 0.00; C -1.03

---

Q: Look up the energy of the third one.
A: -3491.620669 a.u.